# 1
The following is a DFT calculation (ωB97M-V with the def2-TZVPD basis set) of C5H10O2 in the gas phase.

Geometry as XYZ:
```
17
Properties=species:S:1:pos:R:3:mulliken_charge:R:1
C -2.0743 -0.5865 -0.4109 -1.44
C -0.9338 0.2611 0.0610 0.77
O -0.9233 1.4502 -0.2327 -0.62
C -0.0042 -0.3006 1.1408 -0.55
C 1.4649 -0.2733 0.6926 -0.43
C 1.4769 0.2878 -0.7268 -0.57
O 1.4440 1.6766 -0.7571 -0.59
H -1.8224 -1.6381 -0.5513 0.34
H -2.8117 -0.5196 0.4018 0.37
H -2.5176 -0.1721 -1.3160 0.37
H -0.1738 0.3389 2.0100 0.32
H -0.2961 -1.3168 1.4135 0.28
H 1.8779 -1.2832 0.6800 0.32
H 2.0641 0.3336 1.3708 0.30
H 0.5057 -0.0831 -1.1235 0.30
H 2.2663 -0.1546 -1.3477 0.40
H 0.5236 1.8744 -0.4397 0.44
```

Results
Frontier orbital gap ... 10.347 eV
Net charge ... 0
SMILES ... CC(=O)CCCO

***

# 2
The following is a DFT calculation (ωB97M-V with the def2-TZVPD basis set) of a 2-piece molecular cluster, C5H12OS overall.

Geometry as XYZ:
```
19
Properties=species:S:1:pos:R:3:mulliken_charge:R:1
C 3.2625 -0.2588 0.9511 -0.97
C 2.2919 -0.1139 0.0641 0.88
C 1.8574 1.1891 -0.5310 -1.09
O 1.6283 -1.2256 -0.3807 -0.53
H 3.8456 0.5819 1.2909 0.26
H 3.4729 -1.2513 1.3231 0.28
H 2.5748 1.9675 -0.2931 0.33
H 1.7583 1.1071 -1.6109 0.32
H 0.8750 1.4747 -0.1512 0.24
H 0.7964 -0.9638 -0.8004 0.23
C -1.5834 -0.1735 1.0534 -0.78
S -1.5892 -0.1525 -0.7609 -0.05
C -3.3589 -0.3738 -1.0387 -0.90
H -2.0852 -1.0807 1.3798 0.35
H -2.0731 0.7072 1.4536 0.29
H -0.5467 -0.2218 1.3745 0.24
H -3.5124 -0.4411 -2.1101 0.31
H -3.7205 -1.2690 -0.5425 0.28
H -3.8935 0.4983 -0.6710 0.30
```

Results
Frontier orbital gap ... 9.401 eV
Net charge ... 0
SMILES ... C=C(C)O.CSC

***

# 3
The following is a DFT calculation (ωB97M-V with the def2-TZVPD basis set) of CH5O2Y as an isolated structure.

Geometry as XYZ:
```
9
Properties=species:S:1:pos:R:3:mulliken_charge:R:1
C 1.5377 -0.1869 -0.2737 -0.51
H 2.3193 -0.8827 0.0865 0.22
H 1.9066 0.2466 -1.2239 0.18
H 1.4858 0.6494 0.4520 0.22
O -2.4489 0.4219 1.1036 -0.64
Y -1.2551 -0.8869 -2.1261 0.41
H -2.4191 1.3387 1.3895 0.30
O 0.3148 -0.8334 -0.4245 -0.52
H -1.4410 0.1333 1.0167 0.34
```

Results
Frontier orbital gap ... 6.430 eV
Net charge ... 0

***

# 4
The following is a DFT calculation (ωB97M-V with the def2-TZVPD basis set) of a 10-piece molecular cluster, C20H48N4O6S6 overall.

Geometry as XYZ:
```
84
Properties=species:S:1:pos:R:3:mulliken_charge:R:1
C 1.8429 1.8577 4.8402 -0.94
C 0.8955 2.2915 3.8213 0.58
N 0.1639 2.5749 2.9831 -0.41
H 2.5895 2.6431 4.9577 0.38
H 2.3337 0.9489 4.4917 0.13
H 1.3602 1.6734 5.7961 0.32
C 1.3428 1.0526 0.3345 0.27
C 0.2471 0.4394 -0.3968 0.42
N -0.6111 -0.0556 -0.9729 -0.07
H 1.1150 1.1574 1.3927 -0.58
H 1.6099 2.0171 -0.0962 0.42
H 2.2117 0.4060 0.1931 -0.38
C 4.2895 -2.2417 2.0950 -0.63
C 4.5491 -1.0301 1.3396 0.53
N 4.7445 -0.0703 0.7389 -0.51
H 3.2480 -2.5338 2.1609 -0.02
H 4.6464 -2.0373 3.1046 0.33
H 4.7799 -3.0893 1.6157 0.33
C -3.2690 0.2712 -2.7999 -0.29
C -3.5834 1.3774 -1.9035 0.58
N -3.7977 2.2672 -1.2148 -0.56
H -2.6622 -0.4470 -2.2479 -0.26
H -2.6802 0.6288 -3.6426 0.34
H -4.1692 -0.2198 -3.1627 0.36
C 2.5918 -2.5948 -1.4938 -0.64
S 2.2697 -4.3648 -1.1596 0.44
O 2.2683 -4.5455 0.3372 -0.58
C 3.8144 -5.1034 -1.7746 -0.93
H 3.5351 -2.3574 -1.0021 0.25
H 1.7468 -1.9909 -1.1733 -0.16
H 2.7152 -2.4629 -2.5707 0.62
H 4.6793 -4.7082 -1.2393 0.26
H 3.8796 -4.8985 -2.8443 0.35
H 3.8420 -6.1835 -1.6432 0.37
C 2.5470 3.4067 -3.8057 -1.19
S 1.9008 1.8552 -3.1697 0.86
O 1.4734 1.1347 -4.4151 -0.78
C 3.4582 1.1518 -2.5592 -0.88
H 3.2448 3.1906 -4.6113 0.40
H 2.9606 3.9675 -2.9632 0.36
H 1.7303 4.0290 -4.1671 0.37
H 3.3795 0.0702 -2.6481 0.09
H 3.6999 1.4549 -1.5414 0.31
H 4.2908 1.4924 -3.1801 0.47
C -1.6010 -3.3612 -1.5935 0.59
S -2.7081 -4.5757 -0.8328 0.38
O -2.1563 -4.7369 0.5437 -0.58
C -4.1726 -3.5051 -0.6503 -0.68
H -1.9201 -2.3381 -1.4003 -0.64
H -1.5409 -3.4954 -2.6744 0.49
H -0.6326 -3.5532 -1.1382 -0.37
H -4.9873 -4.1142 -0.2582 0.37
H -4.5185 -3.1335 -1.6178 0.33
H -3.9779 -2.6867 0.0417 0.07
C -0.0170 -2.1452 1.7069 0.81
S 0.7690 -1.6940 3.2704 0.24
O 1.8340 -0.6660 2.9276 -0.62
C -0.6007 -0.7246 3.9741 -0.37
H -0.7166 -1.3569 1.4273 -0.81
H -0.6219 -3.0310 1.9132 0.67
H 0.7136 -2.3020 0.9216 -0.55
H -1.4713 -1.3702 3.8417 0.48
H -0.7311 0.1423 3.3251 -0.37
H -0.4256 -0.4247 5.0003 0.43
C -4.2991 2.7720 2.0295 -0.63
S -3.6507 1.3260 2.9467 0.55
O -4.8026 0.5457 3.4769 -0.70
C -2.9931 0.4000 1.5419 -0.41
H -4.6214 3.5573 2.7097 0.40
H -5.1105 2.4846 1.3625 0.30
H -3.5205 3.2068 1.3993 -0.01
H -3.7005 0.1692 0.7425 0.56
H -2.5786 -0.5689 1.8225 0.07
H -2.1599 0.9358 1.0754 -0.18
C -2.3350 4.4758 -2.3866 -1.09
S -0.6262 3.9923 -1.9936 0.74
O 0.2372 5.2198 -2.0877 -0.71
C -0.8759 3.6963 -0.2181 -0.38
H -2.3794 4.8068 -3.4207 0.41
H -2.5825 5.3262 -1.7531 0.34
H -2.9044 3.5698 -2.1886 0.18
H -1.5276 2.8144 -0.1685 -0.43
H -1.3808 4.4855 0.3356 0.62
H 0.0700 3.4326 0.2427 0.15
```

Results
Frontier orbital gap ... 8.847 eV
Net charge ... 0

***

# 5
The following is a DFT calculation (ωB97M-V with the def2-TZVPD basis set) of a 2-piece molecular cluster, C2H4ClNO2 overall.

Geometry as XYZ:
```
10
Properties=species:S:1:pos:R:3:mulliken_charge:R:1
N -0.1572 1.0471 0.6349 -0.40
C 0.5017 0.2922 -0.3748 -0.33
O 0.4761 0.7908 -1.8678 -0.38
C -0.1787 -0.3070 -1.5003 0.66
O -0.8261 -1.1456 -2.0630 -0.53
H 0.2818 1.9444 0.8243 0.24
H -1.0516 1.0802 0.2787 0.25
H 1.3756 -0.1495 0.0206 0.49
Cl 0.1173 -2.0629 1.5051 -0.27
H -0.5389 -1.4896 2.5424 0.27
```

Results
Frontier orbital gap ... 11.007 eV
Net charge ... 0
SMILES ... N[C@@H]1OC1=O.Cl

***

# 6
The following is a DFT calculation (ωB97M-V with the def2-TZVPD basis set) of a 2-piece molecular cluster, C3H2Cl2F2 overall.

Geometry as XYZ:
```
9
Properties=species:S:1:pos:R:3:mulliken_charge:R:1
C 0.5406 1.8963 0.1323 -0.70
C 1.0527 0.6668 0.1612 0.51
C -1.1944 -2.7512 -0.5091 0.04
F 0.5443 -0.3046 0.8745 -0.18
F 2.2315 0.3152 -0.4428 -0.22
Cl -1.6475 -2.9168 1.1425 -0.04
Cl -1.9838 -1.5123 -1.2748 -0.01
H 0.9124 2.6442 -0.4828 0.31
H -0.4559 1.9625 0.3990 0.28
```

Results
Frontier orbital gap ... 8.537 eV
Net charge ... 0

***

# 7
The following is a DFT calculation (ωB97M-V with the def2-TZVPD basis set) of C5H7N in the gas phase.

Geometry as XYZ:
```
13
Properties=species:S:1:pos:R:3:mulliken_charge:R:1
C -1.8389 0.1170 0.0744 -0.72
N -0.4070 0.1501 -0.0497 0.14
C 0.1987 -0.9808 0.3895 -0.16
C 1.5617 -0.7818 0.3192 -0.62
C 1.7591 0.5095 -0.2641 -0.47
C 0.5160 1.0600 -0.4949 -0.29
H -2.1529 0.2113 1.1189 0.30
H -2.1066 -0.9652 -0.1529 0.21
H -2.2544 0.9530 -0.5042 0.30
H -0.5704 -1.7612 0.5025 0.20
H 2.3544 -1.4664 0.5871 0.37
H 2.7045 0.9596 -0.5562 0.37
H 0.2358 1.9948 -0.9697 0.35
```

Results
Frontier orbital gap ... 9.277 eV
Net charge ... 0
SMILES ... Cn1cccc1

***

# 8
The following is a DFT calculation (ωB97M-V with the def2-TZVPD basis set) of C5H9ClO in the gas phase.

Geometry as XYZ:
```
16
Properties=species:S:1:pos:R:3:mulliken_charge:R:1
C 0.6147 -1.0712 1.2835 -1.11
C 0.4516 0.4301 1.1900 0.08
Cl 2.0514 1.1739 0.6643 -0.21
C -0.7406 0.8653 0.3370 -0.70
C -0.9505 0.3024 -1.0723 0.01
C 0.2133 -0.2168 -1.9213 -0.36
O -0.7967 -1.0817 -1.4378 -0.41
H 1.4479 -1.3334 1.9827 0.35
H -0.3988 -1.3872 1.6753 0.28
H 0.7068 -1.5710 0.3307 0.32
H 0.2222 0.8353 2.2128 0.32
H -1.6297 0.6668 0.8893 0.34
H -0.7406 1.9938 0.1755 0.32
H -1.8086 0.8060 -1.6599 0.35
H 1.2497 -0.3699 -1.6088 0.18
H 0.1076 -0.0425 -3.0409 0.24
```

Results
Frontier orbital gap ... 11.196 eV
Net charge ... 0
SMILES ... C[C@@H](Cl)C[C@H]1CO1